168
Properties=species:S:1:pos:R:3:forces:R:3:mulliken_charge:R:1 method="wB97M-V/def2-TZVPD" homo_ha="0.030 / -0.272" charge=-1 energy_ev=-76977.8268 spin_multiplicity=2 mol_weight_g_mol=867.3 largest_force_ha_per_bohr=0.058
C 4.41617 13.44058 32.15431 -0.07 0.43 0.95 -0.818
O 4.68535 13.65073 30.79880 -0.27 -0.18 -0.03 -0.261
C 4.07606 12.69043 29.93613 0.62 1.15 -0.41 -0.571
C 4.45835 13.06851 28.49514 -1.05 -0.19 0.09 -0.480
N 3.42022 12.62523 27.53853 0.68 1.48 0.21 -0.212
C 3.85326 12.90234 26.13985 -1.15 -0.83 -0.11 -0.639
C 2.65240 12.74019 25.12652 1.39 -0.25 0.19 -0.694
O 3.04053 13.17857 23.82198 1.03 0.01 1.49 -0.059
C 2.27910 12.72738 22.74557 -0.33 -0.16 0.27 -0.402
H 3.38660 13.25222 32.45863 -0.64 0.17 -0.75 0.319
H 4.68921 14.36024 32.67179 0.23 -0.08 0.02 0.270
H 4.91682 12.60219 32.63862 0.72 -0.21 -0.38 0.312
H 2.99512 12.82170 29.98530 -0.23 -0.56 0.33 0.374
H 4.47279 11.72356 30.24575 -0.51 -0.43 -0.23 0.312
H 5.45459 12.68743 28.27070 0.23 0.04 -0.20 0.223
H 4.43123 14.15615 28.42874 0.46 0.06 0.19 0.288
H 3.07414 11.71731 27.81422 0.18 -0.30 -0.93 0.237
H 4.70052 12.25347 25.91803 -0.07 -0.33 -0.63 0.245
H 4.26758 13.90120 26.00304 -0.30 0.30 0.63 0.236
H 1.77715 13.28441 25.48129 -0.03 0.09 0.11 0.301
H 2.44766 11.66960 25.12137 -0.42 -0.20 -0.24 0.316
H 1.36566 13.32069 22.70431 -0.19 0.03 -0.51 0.375
H 1.99970 11.68058 22.86496 -0.02 -0.25 -0.02 0.402
H 2.90383 12.81724 21.85690 -0.27 0.18 -0.09 -0.237
C 11.19268 10.79123 10.73980 -0.09 0.15 1.00 -1.063
O 9.76209 10.83896 10.90372 1.31 0.17 -0.45 -0.128
C 9.22980 9.99676 11.92394 0.43 0.46 -0.77 -0.395
C 7.74309 10.09061 11.83396 -0.72 0.96 -0.94 -0.260
N 7.17511 11.42622 12.11169 0.16 -0.66 1.20 -0.310
C 5.72325 11.40338 12.11796 0.32 1.10 0.10 0.677
C 5.30862 12.88598 12.25967 -0.26 -0.04 -0.57 0.123
O 5.84905 13.65260 11.18368 0.92 -2.00 -0.79 -0.196
C 5.38497 14.93968 11.08831 -1.38 0.47 0.80 -1.191
H 11.53783 11.65321 10.16888 -0.41 -0.17 -0.27 0.306
H 11.64696 9.87154 10.37115 -0.76 -0.38 -0.84 0.350
H 11.75017 10.84305 11.67501 -0.41 0.47 0.71 0.315
H 9.59329 10.32550 12.89754 0.17 -0.29 0.15 0.034
H 9.49293 8.97498 11.65038 0.24 -0.32 0.57 0.366
H 7.28216 9.35169 12.48943 -0.03 0.08 0.25 -0.055
H 7.46859 9.80466 10.81859 -0.09 -0.30 -0.30 0.531
H 7.32838 12.16275 11.43779 1.28 -0.29 -0.33 0.430
H 5.33994 10.83946 12.96835 -0.19 -0.07 -0.03 -0.520
H 5.41471 10.94258 11.17958 -0.78 0.11 -0.02 0.316
H 5.73424 13.31762 13.16556 -0.08 -0.21 0.43 0.159
H 4.22732 13.02283 12.27212 -0.16 -0.23 0.08 -0.302
H 5.28343 15.30703 12.10951 0.68 1.00 0.09 0.379
H 4.34064 14.97623 10.77824 -0.36 -0.20 -0.56 0.262
H 5.96111 15.53138 10.37693 0.26 -0.05 0.44 0.286
C 5.05257 15.23072 21.35436 1.20 0.05 1.22 -1.321
C 5.32723 15.54275 22.86262 0.92 0.60 -0.81 1.767
C 6.84120 15.77954 23.22876 -1.45 -0.85 -0.33 -1.682
O 4.66203 16.77023 23.07626 -0.85 0.66 -0.09 -0.603
H 5.68088 14.38442 21.07671 -0.30 -0.35 -0.12 0.426
H 5.42348 16.05594 20.74647 -0.26 0.19 0.03 0.338
H 3.99450 15.04922 21.16555 0.12 -0.02 0.04 0.027
H 4.89169 14.75348 23.47538 0.06 -0.09 0.08 -0.473
H 7.37265 14.82941 23.17473 0.31 0.12 -0.25 0.384
H 6.89808 16.10293 24.26813 -0.02 0.13 0.07 0.397
H 7.25375 16.55618 22.58476 0.13 -0.19 -0.03 0.388
H 4.75681 17.09510 23.97463 0.14 -0.25 0.15 0.315
C 3.58204 12.87536 17.97667 0.27 0.32 -1.05 0.168
C 2.93724 11.65750 17.28626 -0.55 1.58 -0.49 0.433
C 3.61096 11.05887 16.05131 0.81 0.20 -0.09 0.001
O 2.73306 10.70353 18.23498 -0.75 -2.10 1.49 1.271
H 3.29459 13.13088 18.99656 -0.71 -0.70 0.06 -0.212
H 3.26392 13.74205 17.39724 0.73 0.32 -0.15 -0.056
H 4.66327 12.76240 18.05595 0.21 0.23 -0.46 -0.100
H 1.92740 11.94482 16.99338 -0.18 0.22 -0.13 -0.191
H 3.03997 10.24948 15.59638 -0.33 -0.08 0.38 -0.090
H 4.57815 10.65062 16.34452 0.17 -0.11 0.04 -0.616
H 3.81702 11.72513 15.21361 -0.12 0.53 0.19 0.517
H 3.57227 10.34568 18.53376 0.69 -0.44 0.15 -0.479
C 3.24464 16.89317 18.53844 -0.17 -0.45 0.30 -1.221
C 2.39567 17.47641 17.42801 -0.58 -1.67 -0.16 0.192
C 1.68487 16.35061 16.61086 1.30 0.54 0.93 -1.079
O 1.34223 18.24659 17.95284 -0.22 0.81 0.04 -0.362
H 2.68025 16.20288 19.16539 -0.31 -0.16 -0.14 0.069
H 3.59203 17.64013 19.25221 0.36 0.22 -0.27 0.480
H 4.06209 16.31781 18.10390 0.30 0.17 0.14 0.350
H 3.06638 18.04923 16.78761 -0.18 0.26 -0.31 0.220
H 2.43327 15.57324 16.45696 0.09 0.07 -0.77 0.176
H 1.25260 16.76177 15.69861 -0.05 -0.39 0.07 0.363
H 0.96444 15.83932 17.24935 -0.41 0.42 -0.03 0.258
H 1.73393 19.04161 18.32177 -0.12 0.18 0.19 0.298
C 0.29102 12.11280 14.36990 -0.28 -0.25 0.71 -1.299
C 0.74736 13.56083 14.58794 -0.06 -0.81 -2.18 2.548
C 1.36703 14.16574 13.28347 -0.25 -0.49 1.12 -1.346
O -0.38358 14.36362 14.86998 -0.03 0.45 0.10 -0.637
H 1.04978 11.37843 14.09957 0.40 0.34 -0.16 0.032
H -0.53938 12.00896 13.67151 0.05 0.33 -0.17 0.383
H -0.08059 11.77154 15.33610 -0.22 -0.23 0.16 0.150
H 1.46247 13.53145 15.41004 0.20 0.45 0.03 -0.835
H 2.17555 13.53882 12.90749 0.31 0.14 0.36 -0.148
H 1.68620 15.17843 13.52981 0.22 -0.01 -0.36 0.347
H 0.65954 14.17654 12.45434 -0.40 0.17 0.29 0.431
H -0.73435 14.16626 15.74154 0.05 -0.15 0.13 0.366
C 0.24076 9.82851 20.55909 -0.82 0.29 -0.26 -1.209
C -0.43774 10.36593 19.30345 0.15 0.21 -0.28 0.675
C -0.41967 11.87908 19.29866 0.28 0.49 0.59 -0.971
O 0.15809 9.92002 18.11253 -0.47 -0.67 -0.28 -0.518
H -0.48932 10.07723 21.32929 0.35 -0.15 0.59 0.533
H 1.17972 10.35309 20.73596 0.09 -0.17 0.06 -0.007
H 0.37150 8.74719 20.51721 0.09 0.06 0.00 0.302
H -1.46858 10.01225 19.28368 -0.13 -0.08 -0.04 0.393
H -0.75616 12.29936 18.35090 -0.30 -0.09 0.12 0.102
H 0.59798 12.23641 19.45611 0.32 -0.11 -0.20 -0.018
H -0.95078 12.29055 20.15698 -0.46 0.11 -0.13 0.535
H 1.10387 10.01200 18.24909 0.75 0.09 -0.26 -0.099
C 7.49481 12.75649 16.08433 0.36 -0.84 -0.78 -1.236
C 8.42062 11.86858 15.26909 1.88 -0.40 0.68 1.077
C 9.68519 11.42883 16.05887 -1.36 0.47 0.03 -1.472
O 7.81573 10.64248 14.84078 0.05 0.72 0.22 -0.022
H 8.06601 13.62481 16.41273 -0.19 -0.10 0.46 0.747
H 7.11598 12.09404 16.86263 -0.27 0.60 0.43 -0.549
H 6.69749 13.11299 15.43219 -0.26 -0.04 0.19 0.027
H 8.81129 12.47185 14.44961 -0.32 -0.33 -0.67 0.548
H 9.34091 10.91137 16.95431 0.15 0.10 0.31 -0.004
H 10.19993 12.35450 16.31630 0.44 -0.32 0.20 0.567
H 10.29111 10.70682 15.51146 0.10 0.35 -0.24 0.277
H 7.41601 10.88368 14.00194 -0.43 0.04 -0.73 -0.697
C 6.66959 6.47589 17.01523 -0.92 0.30 0.13 -1.381
C 6.83058 7.67558 16.05501 -1.37 -1.28 -0.84 0.307
C 5.61406 7.94754 15.11756 0.16 -1.56 -0.05 0.617
O 6.92937 8.85777 16.72820 0.98 1.29 2.52 -0.080
H 6.53311 5.51974 16.51002 0.24 0.10 -0.38 0.462
H 5.75525 6.58036 17.59933 -0.20 0.26 0.08 -0.095
H 7.45102 6.34614 17.76399 0.38 0.32 -0.31 0.479
H 7.75401 7.49770 15.50390 -0.03 -0.01 -0.50 0.200
H 5.26052 6.99270 14.72848 0.03 0.04 -0.76 0.601
H 5.86860 8.67649 14.34818 0.20 -0.28 -0.24 -0.577
H 4.73263 8.36852 15.60125 0.31 0.01 0.72 -0.636
H 7.37286 9.47428 16.14097 0.06 0.77 -0.33 0.005
C 1.93249 7.27744 16.51110 -0.33 -0.28 1.10 -0.807
C 2.72241 6.07095 17.04982 -0.19 0.54 0.92 1.119
C 2.97711 6.16302 18.57382 0.72 0.31 -0.18 -1.528
O 2.00740 4.85090 16.84857 0.02 0.23 -0.25 -0.547
H 1.57859 7.20760 15.48251 0.49 -0.10 -0.23 0.333
H 2.45873 8.21085 16.71090 0.19 0.01 -0.33 -0.310
H 1.02124 7.36050 17.10341 -0.15 -0.01 0.11 0.408
H 3.67850 5.99072 16.53256 0.23 0.09 -0.01 -0.171
H 3.70299 5.41711 18.89758 -0.36 -0.59 -0.12 0.393
H 2.08148 6.11604 19.19328 -0.17 -0.25 -0.33 0.396
H 3.50263 7.05978 18.90208 -0.16 0.56 -0.51 0.194
H 1.81589 4.87381 15.90815 -0.27 -0.43 -0.17 0.352
C 5.24856 10.86128 20.82327 0.58 0.07 -0.83 -1.545
C 6.13717 10.26745 19.64459 -0.62 0.50 2.35 1.563
C 7.21291 9.32703 20.23103 0.39 1.01 0.42 -1.752
O 5.25044 9.55014 18.86553 -1.24 -0.73 -0.54 0.009
H 4.73377 10.05748 21.34957 0.29 -0.25 0.02 0.407
H 4.44614 11.51291 20.47743 0.09 0.05 -0.47 -0.234
H 5.80964 11.46559 21.53608 0.27 -0.19 0.02 0.570
H 6.52988 11.06688 19.01626 0.48 0.25 0.29 -0.123
H 6.94678 9.09275 21.26176 -0.14 -0.42 -0.09 0.443
H 8.15972 9.85881 20.32518 0.16 0.10 -0.12 0.471
H 7.42068 8.42098 19.66182 -0.34 0.11 -0.14 0.174
H 5.79744 9.20155 18.15779 0.02 -0.39 -0.91 -0.153
C 1.33814 8.49117 12.00172 0.47 0.35 0.82 -1.774
C 2.78280 8.93061 12.33463 0.23 -0.77 -0.66 2.401
C 3.84807 8.26182 11.50200 0.38 -0.77 -0.99 -1.310
O 2.91040 10.30566 12.16592 -0.12 1.64 0.21 -0.215
H 1.14018 7.45049 12.25844 -0.01 0.02 0.01 0.377
H 1.05106 8.66444 10.96458 0.46 -0.11 -0.25 0.498
H 0.68615 9.15378 12.57089 -0.19 -0.24 0.27 0.216
H 3.10447 8.76282 13.36248 -0.70 -0.19 0.37 -0.835
H 3.95897 7.19815 11.71270 -0.12 -0.12 0.15 0.435
H 4.84054 8.70414 11.58824 -0.10 0.18 0.53 -0.077
H 3.64011 8.34073 10.43493 -0.32 0.01 -0.17 0.305
H 2.41343 10.59990 11.39908 -0.07 -0.03 -0.17 0.134